37
Properties=species:S:1:pos:R:3:forces:R:3 method="wB97M-V/def2-TZVPD" orbital_gap_ev=7.731 total_energy_ha=-5922.73893 de_lowest_kj_mol=0.0 charge=-1
Zn 0.554080 -0.661041 -0.086554 -0.44 0.20 0.68
O 3.288552 -0.081368 -2.026146 0.30 -0.17 -0.05
Cl 2.176362 0.743699 -1.715761 0.51 0.38 -0.87
O 2.349364 2.068936 -2.190261 0.02 0.30 -0.05
O 1.992944 0.773500 -0.255673 -0.10 0.11 0.75
O 0.958335 0.159951 -2.238491 -0.41 -0.13 -0.15
F 0.291589 -0.408029 1.959781 0.07 -0.06 0.07
B -0.395533 0.311945 3.053077 0.19 0.16 -0.09
F -0.256199 1.671257 2.776807 -0.08 -0.12 0.02
F 0.188339 -0.056197 4.243020 -0.09 0.03 -0.12
F -1.745682 -0.067260 2.986186 0.12 -0.03 0.07
C -4.172346 5.475089 2.102495 0.05 -0.07 -0.02
C -3.705297 4.150861 1.569669 -0.10 -0.12 0.00
C -4.344566 2.976452 1.953636 -0.01 0.15 0.02
C -3.888616 1.736583 1.548923 0.06 -0.15 -0.08
C -4.601895 0.507641 2.046808 0.02 -0.01 0.08
C -2.749783 1.661452 0.716077 0.02 0.47 -0.02
C -2.247515 0.341115 0.412390 -0.16 -0.52 -0.11
O -1.275192 0.050360 -0.288956 -0.25 0.62 0.07
C -2.109441 2.849984 0.287898 -0.12 -0.14 0.00
C -0.892001 2.851724 -0.579745 0.10 -0.10 -0.02
C -2.612653 4.067377 0.719607 0.03 0.01 0.00
H -5.191933 5.403833 2.479228 -0.01 0.06 -0.01
H -4.124838 6.251783 1.339176 -0.01 0.01 0.01
H -3.527540 5.779592 2.929890 -0.02 0.04 0.00
H -5.214156 3.037357 2.598623 0.01 -0.03 0.02
H -5.512295 0.792986 2.571239 -0.02 0.01 -0.01
H -3.958101 -0.034905 2.742647 -0.08 -0.01 -0.06
H -4.875101 -0.166252 1.234732 -0.05 -0.01 0.03
H -2.820301 -0.488288 0.838555 0.08 0.03 -0.03
H -1.019467 2.246021 -1.475418 0.03 -0.03 0.00
H -0.054375 2.432447 -0.022683 0.10 -0.05 -0.02
H -0.624568 3.865988 -0.871974 -0.05 0.02 0.02
H -2.114236 4.975042 0.397631 0.00 0.01 0.02
Se 1.353193 -2.783632 -0.449633 0.58 -0.72 -0.37
C 0.090168 -3.715407 0.480739 -0.34 -0.18 0.22
N -0.691122 -4.359607 1.035871 0.03 0.04 -0.03